i) DFT (the ωB97M-V functional and the def2-TZVPD basis) results for the molecule CHNO2S.

Results
**Lowest unoccupied orbital energy (spin up / spin down)**: -0.1 / -3.3 eV

```
! wB97M-V def2-TZVPD RIJCOSX def2/J DEFGRID3
* xyz 0 3
S -0.3531 0.4089 -0.7729
O -0.5361 -0.7722 -1.5179
O 2.5720 2.1372 -2.2642
N 0.8309 1.1680 -1.2034
C 1.7125 1.5845 -1.7775
H 0.1842 0.1267 0.6530
*
```

Computed natural (NBO) charges, given in elementary charges: 1.28 -0.82 -0.48 -0.86 0.77 0.11

***

ii) DFT (the ωB97M-V functional and the def2-TZVPD basis) results for a structure of composition CHNO2S.

Results
**Lowest unoccupied orbital energy (spin up / spin down)**: 0.1 / -3.4 eV

```
! wB97M-V def2-TZVPD RIJCOSX def2/J DEFGRID3
* xyz 0 3
S 1.8170 -0.6631 1.0457
O -1.0530 1.4693 -0.5833
O -0.1556 -0.1837 -1.6790
N -0.3984 0.4626 -0.7509
C 0.3341 -0.2862 0.7626
H -0.5440 -0.7988 1.2048
*
```

Computed natural (NBO) charges, given in elementary charges: 0.36 -0.31 -0.26 0.58 -0.63 0.25

***

Structures ranked by computed energy, the most stable listed first: ii), i).

***

i) DFT (the ωB97M-V functional and the def2-TZVPD basis) results for the molecule C9H9NO3.

Results
**Lowest unoccupied orbital energy**: -1.4 eV

```
! wB97M-V def2-TZVPD RIJCOSX def2/J DEFGRID3
* xyz 0 1
O 0.9104 1.2259 -1.9501
O -0.1635 3.8379 2.2502
O 1.0290 1.8007 3.7624
N 0.7715 -1.0546 0.0487
C 0.4607 0.1004 0.7178
C -0.2489 1.0723 -0.0353
C -0.1012 2.6002 1.8351
C -0.3910 2.3282 0.5226
C 0.8361 0.3955 1.9507
C 0.3560 -0.8415 -1.1716
C -0.1521 0.5432 -1.4076
C 0.5152 1.6219 2.5975
C 1.5007 -2.1843 0.4748
H 0.9826 -2.8837 1.0962
H 2.4142 -1.9366 1.1606
H -0.4945 3.1467 -0.1711
H 1.4917 -0.2538 2.4947
H 0.4038 -1.5837 -1.9804
H -0.1391 3.6771 3.2585
H -1.1134 0.7457 -1.8997
H 1.8605 -2.7647 -0.4123
H 0.9134 2.0490 -1.4998
*
```

Computed natural (NBO) charges, given in elementary charges: -0.68 -0.66 -0.75 -0.21 0.07 -0.16 0.26 -0.26 -0.28 0.24 0.00 0.31 -0.43 0.24 0.26 0.20 0.21 0.22 0.50 0.20 0.23 0.49

***

ii) DFT (the ωB97M-V functional and the def2-TZVPD basis) results for the molecule C9H9NO3.

Results
**Lowest unoccupied orbital energy**: 0.4 eV
**Structure (SMILES)**: C=C(O[N+](=O)[O-])c1ccc(C)cc1

```
! wB97M-V def2-TZVPD RIJCOSX def2/J DEFGRID3
* xyz 0 1
O -3.9291 1.2898 0.1951
O -2.7265 2.0442 1.8247
O -4.0706 3.3620 0.7449
N -3.6672 2.2574 0.8266
C 0.3896 -1.0150 -0.2412
C -0.6978 -0.8122 0.5816
C 0.5121 1.3279 -0.6801
C 1.0254 0.0510 -0.8700
C -2.7340 -0.1231 2.6829
C 2.2397 -0.1658 -1.7193
C -1.1756 0.4772 0.8173
C -0.5668 1.5425 0.1534
C -2.2524 0.7241 1.7776
H -3.5016 0.1836 3.3709
H 0.7668 -2.0145 -0.3915
H -1.1747 -1.6560 1.0512
H 2.9307 0.6646 -1.6056
H 2.7432 -1.0873 -1.4393
H -2.3715 -1.1285 2.7686
H -0.9118 2.5530 0.3115
H 0.9749 2.1684 -1.1766
H 1.9647 -0.2344 -2.7710
*
```

Computed natural (NBO) charges, given in elementary charges: -0.35 -0.36 -0.33 0.73 -0.21 -0.18 -0.21 0.00 -0.38 -0.63 -0.05 -0.20 0.24 0.22 0.21 0.21 0.22 0.22 0.21 0.22 0.21 0.22

***

Structures ranked by computed energy, the most stable listed first: i), ii).

***

i) DFT (the ωB97M-V functional and the def2-TZVPD basis) results for the molecule C9H9NO3.

Results
**Lowest unoccupied orbital energy**: 0.0 eV
**Structure (SMILES)**: O=C(O)/C=N/OCc1ccccc1

```
! wB97M-V def2-TZVPD RIJCOSX def2/J DEFGRID3
* xyz 0 1
O 0.4200 0.9548 0.2122
O 1.7392 4.6694 -1.5294
O 2.1078 5.1577 0.6404
N 0.7543 2.0880 -0.5137
C -1.0554 -1.5998 1.2111
C 1.1601 3.0610 0.2593
C -1.1606 -2.9533 1.4933
C -0.7029 0.3352 -0.3954
C -0.3406 -2.0941 -0.9759
C -0.4201 -3.4942 -0.7076
C 1.7000 4.3681 -0.2028
C -0.6730 -1.1455 -0.0538
C -0.8178 -3.9031 0.5429
H -1.4866 -3.2617 2.4834
H 2.1762 5.5326 -1.6571
H -0.1183 -4.1953 -1.4431
H -0.0438 -1.7973 -1.9738
H -0.6682 0.4525 -1.4666
H -1.5993 0.8023 -0.0209
H 1.2236 2.8655 1.3376
H -1.3144 -0.8922 1.9792
H -0.8803 -4.9504 0.7806
*
```

Computed natural (NBO) charges, given in elementary charges: -0.38 -0.67 -0.57 -0.05 -0.20 -0.08 -0.20 -0.09 -0.19 -0.20 0.73 -0.05 -0.21 0.21 0.50 0.21 0.21 0.20 0.18 0.21 0.21 0.21

***

ii) DFT (the ωB97M-V functional and the def2-TZVPD basis) results for a cluster of 2 separate species, C9H9NO3 in total.

Results
**Lowest unoccupied orbital energy**: 0.4 eV
**Structure (SMILES)**: O=C(O)c1ccccc1.CC#[N+][O-]

```
! wB97M-V def2-TZVPD RIJCOSX def2/J DEFGRID3
* xyz 0 1
O 2.1793 0.9428 -1.7189
O 2.5677 2.1987 0.0969
O 2.3330 -0.7404 2.1156
N 2.6691 -0.7853 0.9768
C 0.4205 1.1854 -0.1749
C -2.3159 0.8987 0.5113
C 1.8428 1.3851 -0.6173
C 2.7922 -0.9292 -0.1709
C -1.4836 1.7708 1.2360
C -0.4552 0.4597 -1.0175
C -0.0985 1.8486 0.9268
C 3.4623 -1.1723 -1.4283
C -1.7868 0.3130 -0.6456
H 0.6039 2.4373 1.4512
H -2.4510 -0.2209 -1.3683
H 0.0650 -0.1366 -1.7382
H -1.9112 2.1963 2.1947
H 3.4045 -2.1521 -1.9157
H -3.3620 0.7037 0.7656
H 3.4282 2.1791 -0.2433
H 4.5999 -1.1019 -1.1885
H 3.2385 -0.4345 -2.1215
*
```

Computed natural (NBO) charges, given in elementary charges: -0.65 -0.65 -0.43 0.19 -0.18 -0.19 0.79 0.19 -0.21 -0.16 -0.16 -0.70 -0.22 0.23 0.22 0.23 0.22 0.24 0.22 0.50 0.23 0.28

***

Structures ranked by computed energy, the most stable listed first: i), ii).

***

i) DFT (the ωB97M-V functional and the def2-TZVPD basis) results for a structure of composition C29H27AsBF6N6S2W.

Results
**Lowest unoccupied orbital energy (spin up / spin down)**: -0.5 / -0.8 eV

```
! wB97M-V def2-TZVPD RIJCOSX def2/J DEFGRID3
* xyz 0 2
W -0.1165 -0.1516 -0.1322
As 0.7568 0.4410 3.9002
S -1.1641 1.3925 -2.0764
S -2.5427 0.1117 0.3290
F 1.2484 0.5784 5.5304
F -0.6389 -0.4850 4.3076
F 2.1125 1.3444 3.3241
F -0.1949 1.8658 3.9519
F 0.2775 0.3006 2.0826
F 1.6319 -1.0268 3.6619
N 2.2429 -2.2269 -0.5167
N 0.1197 -2.6794 -1.9542
N -0.8046 -1.8965 1.2249
N -0.6381 -1.5728 -1.6902
N 1.2167 0.6690 -1.7757
N 1.8094 -1.1058 0.1138
C 3.4073 1.4419 -3.2708
C -0.6241 -3.5575 -2.6293
C -0.9866 -4.2704 1.5042
C -3.3664 1.3799 -0.5446
C -0.5614 2.7122 1.1260
C -1.8896 -3.0348 -2.8295
C -2.7158 2.0093 -1.5876
C -4.6573 1.7602 -0.1883
C 3.0949 2.1015 -2.1005
C -2.3425 -2.8401 2.8002
C 1.8305 3.7299 0.1237
C -1.8507 -1.7938 -2.2196
C -3.3194 3.0826 -2.2402
C 0.1603 1.9529 0.2051
C 1.1046 4.4591 1.0421
C 1.9562 1.7356 -1.3909
C -5.2791 2.7918 -0.8711
C 2.7462 -0.7598 1.0092
C 1.3591 2.4857 -0.2972
C 2.5533 0.4512 -3.7338
C -2.0144 -4.1323 2.4345
C -0.4108 -3.1555 0.9462
C -0.0939 3.9488 1.5316
C 3.4248 -2.5762 -0.0046
C -2.7024 -5.3273 3.0189
C 3.7943 -1.6634 0.9668
C 1.4812 0.0848 -2.9514
C -4.6062 3.4592 -1.8912
C -1.7263 -1.7647 2.1895
B 1.6709 -2.8598 -1.8257
H -2.7838 3.6020 -3.0247
H 2.7525 4.1346 -0.2733
H -0.1921 -4.4962 -2.9327
H -0.6211 -5.2468 1.2144
H -1.4812 2.3276 1.5434
H -2.7197 -3.4881 -3.3401
H -5.0817 4.2829 -2.4072
H -3.0780 -2.6430 3.5680
H -2.6174 -1.0467 -2.1279
H 1.8746 -4.0457 -1.7702
H 3.9326 -3.4468 -0.3842
H 2.7137 -0.0481 -4.6778
H 0.7984 -0.6835 -3.2705
H -1.9878 -5.9647 3.5415
H 3.7060 2.9153 -1.7400
H 1.4607 5.4259 1.3714
H -3.1555 -5.9263 2.2277
H 4.6838 -1.6604 1.5698
H 4.2939 1.7110 -3.8294
H 0.4162 -3.2705 0.2703
H 2.6162 0.1077 1.6311
H -6.2834 3.0875 -0.5981
H -5.1577 1.2525 0.6267
H -3.4813 -5.0341 3.7196
H -1.9634 -0.7651 2.5011
H 2.2146 -2.3589 -2.7747
H -0.6655 4.5169 2.2543
*
```

Computed Löwdin charges, given in elementary charges: 1.48 0.78 0.85 0.75 -0.21 -0.22 -0.23 -0.21 -0.38 -0.22 -0.07 -0.09 -0.09 -0.15 -0.15 -0.10 -0.04 -0.07 0.00 -0.65 -0.13 -0.02 -0.64 -0.11 0.01 0.01 -0.02 -0.16 -0.11 -0.31 -0.07 -0.23 -0.10 -0.12 -0.21 -0.04 -0.24 -0.09 -0.06 -0.06 -0.03 -0.02 -0.16 -0.09 -0.23 -0.41 0.10 0.10 0.13 0.12 0.08 0.10 0.10 0.13 0.07 0.08 0.13 0.11 0.10 0.09 0.11 0.10 0.09 0.11 0.11 0.08 0.09 0.10 0.10 0.08 0.04 0.07 0.11

***

ii) DFT (the ωB97M-V functional and the def2-TZVPD basis) results for a structure of composition C29H27AsBF6N6S2W.

Results
**Lowest unoccupied orbital energy (spin up / spin down)**: -2.0 / -2.0 eV

```
! wB97M-V def2-TZVPD RIJCOSX def2/J DEFGRID3
* xyz 0 2
W 0.1590 0.0336 -0.2414
As -2.4310 -2.6971 2.3387
S 1.6409 1.8862 1.3066
S -1.6013 1.2209 1.4534
F -3.7526 -1.6546 1.9045
F -1.3433 -1.5991 1.2590
F -0.9759 -3.6398 2.6161
F -3.4146 -3.7491 3.2806
F -2.7077 -3.6203 0.8547
F -2.0383 -1.6699 3.6799
N 1.8998 -0.1614 -1.5910
N -1.8023 0.1713 -1.2589
N 1.4512 -0.9405 1.2236
N 3.0697 -0.7736 -1.3641
N 2.6439 -1.5308 1.0497
N -0.0569 -1.8845 -1.2167
C -2.1637 1.3240 -1.8881
C -0.1689 4.4065 -2.6703
C 3.0052 -2.1507 2.1753
C 1.1226 3.5656 3.3153
C 1.1792 2.8143 -1.4785
C 0.0138 -4.2524 -2.7775
C -0.8073 2.3234 2.5059
C 0.5774 2.6188 2.4327
C 1.9061 0.2361 -2.8796
C 3.8144 -0.7500 -2.4690
C 2.0217 -1.9590 3.1289
C -3.4356 1.4810 -2.4410
C 3.1116 -0.1030 -3.4697
C 1.0512 4.0309 -2.1221
C 1.0688 -1.1828 2.4908
C -1.1061 2.3128 -1.9442
C -1.2370 3.5406 -2.6015
C 0.0517 -5.4672 -3.6401
C -0.2338 -2.9999 -3.3434
C -2.7318 -0.7953 -1.1561
C 0.1570 -3.1006 -0.6650
C 0.1929 -4.2715 -1.3942
C -4.0054 -0.6932 -1.6652
C -1.5875 2.9853 3.4695
C -4.3702 0.4731 -2.3342
C -1.0290 3.9021 4.3220
C -0.2744 -1.8789 -2.5585
C 0.1078 1.9193 -1.3284
C 0.3391 4.1931 4.2466
B 3.6974 -1.1487 -0.0067
H 3.9391 -2.6711 2.2428
H -0.4965 -0.9165 -3.0063
H 4.4147 -2.0812 -0.1756
H 0.7793 4.9082 4.9237
H -0.8489 -5.5214 -4.2497
H 0.2866 -3.1416 0.4123
H -0.2742 5.3596 -3.1650
H 2.1761 3.7834 3.2335
H 1.9055 4.6867 -2.2010
H 4.2567 -0.1689 0.3912
H 0.8996 -5.4160 -4.3226
H -5.3555 0.5853 -2.7579
H 1.0730 0.7481 -3.3282
H 0.1313 -6.3735 -3.0498
H 2.0019 -2.3093 4.1382
H -2.1712 3.8112 -3.0680
H -1.6461 4.4052 5.0502
H 4.7995 -1.1701 -2.4785
H -2.4592 -1.7081 -0.6435
H -2.6386 2.7469 3.5229
H 0.1507 -0.7926 2.9032
H 3.4424 0.1064 -4.4649
H -3.6883 2.3989 -2.9450
H 0.3431 -5.2005 -0.8677
H -4.6875 -1.5171 -1.5334
H 2.1603 2.5479 -1.0999
H -0.4114 -2.9081 -4.4023
*
```

Computed Löwdin charges, given in elementary charges: 1.54 0.82 0.78 0.79 -0.25 -0.42 -0.25 -0.22 -0.27 -0.24 -0.10 -0.10 -0.19 -0.05 -0.07 -0.10 -0.23 -0.08 -0.07 -0.14 -0.19 -0.23 -0.67 -0.67 -0.15 -0.06 -0.02 0.01 -0.03 -0.06 -0.16 -0.20 -0.03 -0.03 0.00 -0.13 -0.08 0.02 -0.02 -0.13 -0.03 -0.10 -0.12 -0.29 -0.09 -0.44 0.12 0.11 0.08 0.10 0.09 0.11 0.10 0.10 0.11 0.08 0.09 0.11 0.11 0.08 0.10 0.10 0.10 0.13 0.08 0.10 0.09 0.10 0.11 0.13 0.12 0.06 0.12

***

Structures ranked by computed energy, the most stable listed first: i), ii).